8
Properties=species:S:1:pos:R:3 method="wB97M-V/def2-TZVPD" charge=0 energy_ha=-245.96305 homo_lumo_gap_ev=10.36 smiles="C#C/C=N/O" de_lowest_kcal_mol=80.6
C 1.285 -1.414 -1.561
C 0.646 -0.702 -0.790
C -0.037 -0.022 0.321
N -0.746 1.013 0.153
O -1.351 1.388 1.403
H 2.064 -1.997 -2.142
H 0.137 -0.357 1.346
H -1.997 2.091 1.270